No. 1
A cluster of 13 separate species, C8H42O17 in total in a non-equilibrium geometry, computed with ωB97M-V with the def2-TZVPD basis set.

Structure (XYZ):
```
67
Properties=species:S:1:pos:R:3
O -1.2647 3.7306 1.3199
H -0.8443 2.8737 1.3932
H -1.4263 3.9968 2.2250
O -3.8513 0.8861 2.3084
H -4.3201 1.6521 2.6397
H -3.9712 0.9233 1.3595
O -3.2993 -1.3205 3.5814
H -2.3434 -1.3663 3.5996
H -3.4921 -0.5256 3.0842
O -4.0651 0.0555 -0.4946
H -3.4321 -0.0624 -1.2028
H -4.4090 -0.8228 -0.3313
O 1.7077 2.0840 -0.7985
H 1.2362 2.9037 -0.9472
H 1.3332 1.7351 0.0103
O -2.6007 -0.4899 -2.5452
H -3.2302 -0.8513 -3.1691
H -1.7449 -0.6925 -2.9230
O 1.9749 -3.4879 -0.1815
H 2.6665 -2.9097 -0.5034
H 2.4420 -4.2102 0.2384
O -0.6382 -1.5966 3.5548
H -0.3832 -1.9515 2.7032
H -0.0772 -0.8301 3.6731
O 0.4407 0.7173 4.2866
H -0.1343 0.9162 5.0256
H 1.1086 1.4026 4.3110
C -1.5295 4.0052 -1.8695
C -1.4860 3.2098 -3.1445
O -1.2417 1.8596 -2.8755
O -0.2417 4.2520 -1.2247
H -2.2495 3.4481 -1.2700
H -1.9113 5.0187 -1.9932
H -0.7644 3.6041 -3.8599
H -2.3964 3.2788 -3.7400
H -2.0494 1.5153 -2.4872
H -0.4913 4.3727 -0.3056
C -1.0937 0.2469 0.6885
C -0.5946 -1.0461 -0.0149
O -0.0350 -1.9572 0.9415
O -0.0656 1.0455 1.3483
H -1.8585 -0.0487 1.4067
H -1.5359 0.9219 -0.0442
H 0.1478 -0.7971 -0.7731
H -1.4086 -1.5222 -0.5616
H 0.5363 -2.5616 0.4620
H 0.1644 0.7165 2.2203
C 3.7528 -0.5376 2.0670
C 3.8900 -1.8661 2.9642
O 5.1983 -2.2953 2.9874
O 4.2331 0.6720 2.7684
H 2.7356 -0.4007 1.7000
H 4.3016 -0.6514 1.1321
H 3.2319 -2.5823 2.4722
H 3.4706 -1.6605 3.9491
H 5.7132 -1.5331 3.2624
H 4.0887 1.5172 2.3367
C 1.7915 -2.2974 -3.5599
C 0.6333 -2.3200 -4.5952
O -0.6656 -2.2839 -3.9982
O 3.0980 -2.3722 -4.1196
H 1.6454 -3.0211 -2.7580
H 1.7758 -1.2873 -3.1504
H 0.6232 -3.2408 -5.1785
H 0.7709 -1.5185 -5.3210
H -0.8939 -3.1577 -3.6728
H 3.3277 -1.4853 -4.4065
```

Output
Charge   +1
Multiplicity   2
Kohn-Sham gap (spin up / spin down)   9.0569 / 2.0938 eV

No. 2
A structure of composition C13H12O5PRu in a non-equilibrium geometry, computed with ωB97M-V with the def2-TZVPD basis set.

Structure (XYZ):
```
32
Properties=species:S:1:pos:R:3
O 3.6010 -0.9284 -2.5496
C 2.8739 -0.3874 -1.8337
Ru 1.2788 0.1868 -0.6086
O 0.3120 -2.6563 -1.5917
C 0.5309 -1.6188 -1.1431
C 0.4340 1.5520 0.6675
O 0.0565 2.3268 1.4398
C 0.1300 0.8707 -2.1035
O -0.5642 1.2042 -2.9578
C 1.9664 -0.5970 1.0014
O 2.3051 -1.0716 1.9925
H 2.3383 1.4829 -0.7090
C -2.8626 0.9767 0.1920
P -2.9560 -0.8618 0.4614
C -1.8953 -0.8023 1.9816
C -4.5948 -1.0549 1.3192
C -5.6025 -1.9661 0.8986
C -6.8588 -1.8804 1.5244
C -7.1070 -0.9702 2.5641
C -6.0580 -0.1834 3.0502
C -4.8023 -0.2147 2.4387
H -1.9852 1.3819 0.6740
H -3.7156 1.4556 0.6725
H -3.0005 1.2070 -0.8757
H -2.3445 -1.1121 2.9482
H -1.0078 -1.4216 1.7970
H -1.5641 0.2244 2.1005
H -5.4315 -2.6917 0.0818
H -7.6782 -2.4944 1.1474
H -8.1214 -0.8454 2.9685
H -6.2333 0.5516 3.8361
H -4.0101 0.4633 2.8164
```

Output
Charge   +2
Energy relative to the best compared isomer or geometry (same formula, charge and spin)   0.064 eV
Multiplicity   6
Kohn-Sham gap (spin up / spin down)   4.4139 / 4.8806 eV

No. 3
A structure of composition C11H14N7PtS3 in a non-equilibrium geometry, computed with ωB97M-V with the def2-TZVPD basis set.

Structure (XYZ):
```
36
Properties=species:S:1:pos:R:3
Pt 0.0223 -0.3708 0.1702
C -1.0135 3.9384 3.2688
S -0.4927 2.3800 4.0356
C -0.6323 1.2280 2.7362
S -0.7108 1.7296 1.0724
N -0.6818 -0.0130 3.1276
N -0.7167 -0.9102 2.1505
C -1.3520 -2.0186 2.2315
C -1.5459 -2.7682 1.0050
C -2.0399 -4.0693 0.9863
C -2.2962 -4.6752 -0.2290
C -2.0698 -3.9629 -1.3999
C -1.5623 -2.6801 -1.3111
N -1.2999 -2.1025 -0.1409
H -0.6989 4.7287 3.9453
H -2.0954 3.9387 3.1691
H -0.5365 4.0669 2.3029
H -1.8375 -2.3225 3.1536
H -2.2132 -4.5831 1.9221
H -2.6739 -5.6876 -0.2659
H -2.2771 -4.3958 -2.3677
H -1.3573 -2.0913 -2.1960
C 5.3010 0.7849 1.7170
C 4.6308 -0.2765 0.9334
N 5.1230 -1.4321 0.6409
N 4.1642 -2.0569 -0.0917
C 3.0629 -1.3208 -0.2555
S 1.6670 -1.7048 -1.1161
N 3.3603 -0.1641 0.3909
N 2.4357 0.8587 0.4990
H 6.2843 0.4248 2.0063
H 4.7372 1.0290 2.6185
H 5.4175 1.6892 1.1182
H 4.3152 -2.9900 -0.4369
H 2.4930 1.4844 -0.2982
H 2.5722 1.3849 1.3537
```

Output
Charge   +1
Energy relative to the best compared isomer or geometry (same formula, charge and spin)   0.447 eV
Multiplicity   3
Kohn-Sham gap (spin up / spin down)   7.3464 / 6.9613 eV

No. 4
A structure of composition C41H36CeClN6O2 in a non-equilibrium geometry, computed with ωB97M-V with the def2-TZVPD basis set.

Structure (XYZ):
```
87
Properties=species:S:1:pos:R:3
Ce 0.1846 0.7850 0.5252
O -1.7611 0.7005 -0.3037
C -2.6185 -0.3080 -0.6641
C -1.8519 -1.4261 -1.4612
C -1.0538 -2.3397 -0.5770
C -1.3024 -3.7061 -0.5942
C -0.5438 -4.5422 0.2035
C 0.4409 -3.9902 1.0018
C 0.6136 -2.6124 1.0088
C 1.6736 -1.9919 1.8711
C 2.7076 -1.1378 1.0318
O 2.1806 0.0971 0.7435
C 4.0033 -0.9369 1.8364
C 4.0758 -1.0608 3.2175
C 5.2512 -0.7652 3.8975
C 6.3698 -0.3283 3.2083
C 6.3026 -0.1824 1.8287
C 5.1319 -0.4818 1.1549
C 3.0327 -1.9696 -0.2280
C 3.7831 -3.1379 -0.1263
C 4.0481 -3.9087 -1.2473
C 3.5702 -3.5191 -2.4905
C 2.8260 -2.3552 -2.6015
C 2.5616 -1.5851 -1.4776
N -0.1216 -1.8062 0.2279
C -3.2424 -1.0205 0.5512
C -4.4158 -1.7572 0.4177
C -4.9418 -2.4594 1.4916
C -4.2973 -2.4420 2.7196
C -3.1249 -1.7168 2.8645
C -2.6059 -1.0123 1.7890
C -3.7088 0.3297 -1.5363
C -3.7428 0.2276 -2.9208
C -4.6641 0.9541 -3.6674
C -5.5600 1.8027 -3.0391
C -5.5295 1.9187 -1.6545
C -4.6134 1.1916 -0.9155
H -1.1818 -0.9119 -2.1562
H -2.5674 -2.0238 -2.0254
H -2.0840 -4.0987 -1.2300
H -0.7150 -5.6111 0.2004
H 1.0702 -4.6125 1.6231
H 2.1980 -2.7813 2.4060
H 1.2247 -1.3081 2.6016
H 3.2156 -1.3857 3.7899
H 5.2900 -0.8733 4.9746
H 7.2838 -0.0975 3.7403
H 7.1672 0.1678 1.2779
H 5.0789 -0.3637 0.0794
H 4.1721 -3.4370 0.8405
H 4.6380 -4.8120 -1.1509
H 3.7897 -4.1150 -3.3673
H 2.4513 -2.0432 -3.5693
H 2.0046 -0.6629 -1.5598
H -4.9303 -1.7671 -0.5361
H -5.8665 -3.0106 1.3731
H -4.7094 -2.9855 3.5601
H -2.6135 -1.6982 3.8192
H -1.6912 -0.4409 1.9302
H -3.0548 -0.4266 -3.4447
H -4.6816 0.8571 -4.7462
H -6.2727 2.3738 -3.6201
H -6.2189 2.5835 -1.1487
H -4.5779 1.2960 0.1619
Cl -2.3394 2.5081 1.9249
C -1.4342 3.7729 1.1474
C -2.0872 4.6886 0.3455
C -1.3624 5.6864 -0.2874
C 0.0126 5.7404 -0.0995
C 0.6558 4.8051 0.6888
C -0.0337 3.7588 1.3326
C 0.6388 2.7332 2.1127
H -3.1623 4.6317 0.2323
H -1.8673 6.4114 -0.9120
H 0.5882 6.5272 -0.5714
H 1.7276 4.8690 0.8403
H 0.1284 2.5245 3.0563
H 1.6807 2.9954 2.2998
N 2.1915 4.2567 -2.0852
N 1.2654 3.2747 -2.2323
N 0.4136 3.2535 -3.2236
C -0.2403 2.1169 -2.9955
N 0.2400 1.4824 -1.9278
N 1.1806 2.2523 -1.4296
H 2.3930 4.6993 -2.9662
H 2.9837 3.9341 -1.5528
H -1.0501 1.7589 -3.6067
```

Output
Energy relative to the best compared isomer or geometry (same formula, charge and spin)   0.450 eV
Multiplicity   2
Kohn-Sham gap (spin up / spin down)   6.7186 / 6.7064 eV

No. 5
A cluster of 3 separate species, C4H15N3O in total in a non-equilibrium geometry, computed with ωB97M-V with the def2-TZVPD basis set.

Structure (XYZ):
```
23
Properties=species:S:1:pos:R:3
C -0.9742 -1.2321 -0.4983
N 0.2946 -0.5757 -0.7290
C 1.4046 -1.2435 -0.0487
C 2.4023 -0.1588 0.4666
N 1.9118 1.0641 0.9168
C -2.1352 -0.3853 -0.8792
N -2.5185 0.4215 0.3171
H -1.0249 -2.2255 -1.0397
H -1.0793 -1.4888 0.5666
H 0.2449 0.2368 -0.1246
H 1.0282 -1.6784 0.9146
H 1.9393 -1.9894 -0.6334
H 3.1534 0.0794 -0.3279
H 3.0139 -0.6559 1.2635
H 0.9810 0.9855 1.5417
H -0.0123 0.7226 1.8451
H -1.7709 0.3041 -1.6652
H -3.0263 -0.8844 -1.2807
H -3.0472 1.2468 0.0325
H -3.2205 -0.1577 0.7797
H 0.8825 2.0091 0.1439
H 1.0229 2.7916 -1.1925
O 0.5299 2.8142 -0.3691
```

Output
Energy relative to the best compared isomer or geometry (same formula, charge and spin)   7.450 eV
Kohn-Sham gap   6.3756 eV

No. 6
A structure of composition C26H24F6Ge2N2O8Re in a non-equilibrium geometry, computed with ωB97M-V with the def2-TZVPD basis set.

Structure (XYZ):
```
69
Properties=species:S:1:pos:R:3
Re -0.9558 0.0380 0.7202
O -1.3338 -3.9255 1.4864
C -0.9172 -2.8255 1.6384
O -1.2676 -1.8384 0.7502
C 0.0581 -2.4790 2.7155
C 0.2966 -3.4323 3.6948
C 1.2126 -3.1588 4.6787
C 1.9315 -1.9823 4.7140
C 1.7100 -1.0598 3.7214
C 0.7619 -1.2869 2.7349
O 0.5296 -0.3368 1.7894
N 2.5235 0.1763 3.7382
O 2.7760 0.6922 2.6692
O 2.8203 0.6142 4.8263
N 1.4491 -4.1737 5.7346
O 0.7692 -5.1746 5.6856
O 2.3319 -3.9472 6.5308
H -0.2399 -4.3713 3.6755
H 2.6521 -1.7911 5.4971
C 2.6063 -1.6266 -3.4210
Ge 1.7826 -2.0167 -1.7150
C 3.0521 -1.8702 -0.2563
C 0.7486 -3.6505 -1.7119
Ge 0.3346 -0.0338 -1.4270
C 1.3674 1.6103 -1.3717
C 1.8603 2.1021 -2.5788
C 2.5851 3.2876 -2.6017
C 2.8110 3.9928 -1.4263
C 2.3227 3.5131 -0.2204
C 1.6086 2.3209 -0.1926
C -1.0205 0.1093 -2.8082
C -1.7721 1.2879 -2.9196
C -2.7190 1.4254 -3.9246
C -2.9123 0.3903 -4.8335
C -2.1649 -0.7773 -4.7368
C -1.2315 -0.9248 -3.7194
H 3.2059 -2.4942 -3.7081
H 3.2629 -0.7609 -3.3296
H 1.8647 -1.4420 -4.1985
H 3.7875 -2.6746 -0.3212
H 2.5509 -1.9391 0.7103
H 3.5689 -0.9124 -0.3167
H 1.4463 -4.4911 -1.7091
H 0.1332 -3.7192 -2.6073
H 0.1061 -3.7303 -0.8356
H 1.6740 1.5686 -3.5056
H 2.9699 3.6648 -3.5413
H 3.3749 4.9170 -1.4508
H 2.5042 4.0598 0.6975
H 1.2814 1.9368 0.7701
H -1.5941 2.1155 -2.2420
H -3.3012 2.3366 -4.0029
H -3.6458 0.4960 -5.6235
H -2.3110 -1.5764 -5.4537
H -0.6691 -1.8472 -3.6438
C -4.4413 1.6021 1.3293
C -3.1141 2.2751 1.0702
O -2.1715 1.3469 0.4984
C -3.2527 3.4270 0.0465
F -2.0701 3.8545 -0.3783
F -3.9062 4.4329 0.6138
F -3.9401 3.0004 -1.0116
C -2.4925 2.7637 2.4019
F -1.4632 3.5757 2.2164
F -2.0303 1.6721 3.0552
F -3.4028 3.3465 3.1581
H -4.7842 1.1195 0.4174
H -5.1736 2.3428 1.6417
H -4.3342 0.8556 2.1164
```

Output
Charge   +1
Energy relative to the best compared isomer or geometry (same formula, charge and spin)   0.796 eV
Multiplicity   3
Kohn-Sham gap (spin up / spin down)   6.2147 / 6.3111 eV

Repeat the first record exactly.
A cluster of 13 separate species, C8H42O17 in total in a non-equilibrium geometry, computed with ωB97M-V with the def2-TZVPD basis set.

Structure (XYZ):
```
67
Properties=species:S:1:pos:R:3
O -1.2647 3.7306 1.3199
H -0.8443 2.8737 1.3932
H -1.4263 3.9968 2.2250
O -3.8513 0.8861 2.3084
H -4.3201 1.6521 2.6397
H -3.9712 0.9233 1.3595
O -3.2993 -1.3205 3.5814
H -2.3434 -1.3663 3.5996
H -3.4921 -0.5256 3.0842
O -4.0651 0.0555 -0.4946
H -3.4321 -0.0624 -1.2028
H -4.4090 -0.8228 -0.3313
O 1.7077 2.0840 -0.7985
H 1.2362 2.9037 -0.9472
H 1.3332 1.7351 0.0103
O -2.6007 -0.4899 -2.5452
H -3.2302 -0.8513 -3.1691
H -1.7449 -0.6925 -2.9230
O 1.9749 -3.4879 -0.1815
H 2.6665 -2.9097 -0.5034
H 2.4420 -4.2102 0.2384
O -0.6382 -1.5966 3.5548
H -0.3832 -1.9515 2.7032
H -0.0772 -0.8301 3.6731
O 0.4407 0.7173 4.2866
H -0.1343 0.9162 5.0256
H 1.1086 1.4026 4.3110
C -1.5295 4.0052 -1.8695
C -1.4860 3.2098 -3.1445
O -1.2417 1.8596 -2.8755
O -0.2417 4.2520 -1.2247
H -2.2495 3.4481 -1.2700
H -1.9113 5.0187 -1.9932
H -0.7644 3.6041 -3.8599
H -2.3964 3.2788 -3.7400
H -2.0494 1.5153 -2.4872
H -0.4913 4.3727 -0.3056
C -1.0937 0.2469 0.6885
C -0.5946 -1.0461 -0.0149
O -0.0350 -1.9572 0.9415
O -0.0656 1.0455 1.3483
H -1.8585 -0.0487 1.4067
H -1.5359 0.9219 -0.0442
H 0.1478 -0.7971 -0.7731
H -1.4086 -1.5222 -0.5616
H 0.5363 -2.5616 0.4620
H 0.1644 0.7165 2.2203
C 3.7528 -0.5376 2.0670
C 3.8900 -1.8661 2.9642
O 5.1983 -2.2953 2.9874
O 4.2331 0.6720 2.7684
H 2.7356 -0.4007 1.7000
H 4.3016 -0.6514 1.1321
H 3.2319 -2.5823 2.4722
H 3.4706 -1.6605 3.9491
H 5.7132 -1.5331 3.2624
H 4.0887 1.5172 2.3367
C 1.7915 -2.2974 -3.5599
C 0.6333 -2.3200 -4.5952
O -0.6656 -2.2839 -3.9982
O 3.0980 -2.3722 -4.1196
H 1.6454 -3.0211 -2.7580
H 1.7758 -1.2873 -3.1504
H 0.6232 -3.2408 -5.1785
H 0.7709 -1.5185 -5.3210
H -0.8939 -3.1577 -3.6728
H 3.3277 -1.4853 -4.4065
```

Output
Charge   +1
Multiplicity   2
Kohn-Sham gap (spin up / spin down)   9.0569 / 2.0938 eV